#1
C23H46N2O6ReSi4 as an isolated structure. Source: the OMol25 dataset; level of theory: the ωB97M-V functional and the def2-TZVPD basis.

Multiplicity: 2
Highest occupied orbital energy (spin up / spin down): -8.12 / -7.84 eV

Each line ends with the Mulliken spin population.
CARTESIAN COORDINATES (ANGSTROEM)
Re1 0.54545 0.33788 0.02157  0.78
O1 2.24280 2.64863 -0.89914  0.01
C1 3.59168 2.66047 -0.46201  0.00
C2 4.05428 1.23463 -0.16699  0.00
N1 3.17745 0.55496 0.77191  0.02
C3 3.57608 -0.82085 0.98954  0.00
C4 2.37152 -1.64425 1.52751  0.00
O2 2.56578 -2.66799 2.14949  0.02
O3 1.23085 -1.14481 1.27040  0.03
C5 3.00105 1.29748 2.01110  0.00
C6 1.83891 2.32057 1.88627  -0.01
O4 1.98227 3.45943 2.29483  0.00
O5 0.76714 1.88287 1.33832  0.06
H1 1.73419 3.27461 -0.37340  0.00
H2 3.71624 3.29654 0.41746  0.00
H3 4.21587 3.06902 -1.26839  0.00
H4 5.08982 1.27209 0.20850  0.00
H5 4.03883 0.67417 -1.10560  0.00
H6 4.41443 -0.92206 1.69143  0.00
H7 3.86338 -1.27235 0.03671  0.00
H8 3.90959 1.83660 2.31087  0.00
H9 2.71686 0.61262 2.81298  0.00
C7 -0.77438 -3.21412 -0.05130  0.00
Si1 -2.00347 -1.75652 -0.00749  0.01
C8 -2.42636 -1.26566 -1.81581  0.00
C9 -3.62779 -2.45551 0.72542  0.00
C10 -1.40811 -0.18127 0.96535  0.01
Si2 -1.27483 -0.50451 2.87660  0.01
C11 -0.66492 -2.21952 3.45023  0.00
C12 -0.31427 0.77665 3.93237  0.00
C13 -3.06703 -0.37819 3.56625  0.00
Si3 -2.43964 1.38202 0.62360  0.00
C14 -4.32792 1.14899 0.46332  0.00
C15 -2.15170 2.95330 1.67516  0.00
C16 -1.77764 1.87960 -1.09808  0.04
C17 -2.54215 2.52323 -2.05668  -0.02
C18 -1.99844 2.85468 -3.28431  0.02
C19 -0.67278 2.51550 -3.50968  -0.01
C20 0.03839 1.87715 -2.51384  0.03
N2 -0.49238 1.56372 -1.32760  -0.01
H10 -1.19409 -4.07098 -0.57212  0.00
H11 -0.48051 -3.53842 0.93965  0.00
H12 0.12302 -2.90905 -0.57445  0.00
H13 -2.76650 -2.13269 -2.37483  0.00
H14 -1.54228 -0.88142 -2.31289  0.00
H15 -3.20329 -0.51074 -1.88099  0.00
H16 -4.04961 -3.18174 0.03977  0.00
H17 -4.37641 -1.69280 0.89156  0.00
H18 -3.45131 -2.96368 1.66452  0.00
H19 0.26568 -2.51018 2.97993  0.00
H20 -1.39488 -3.00000 3.26760  0.00
H21 -0.48439 -2.19061 4.52149  0.00
H22 0.70319 0.45221 4.11837  0.00
H23 -0.79566 0.88564 4.89933  0.00
H24 -0.26666 1.75868 3.48322  0.00
H25 -3.76602 -1.01371 3.03832  0.00
H26 -3.45520 0.63420 3.54531  0.00
H27 -3.06273 -0.69865 4.60317  0.00
H28 -4.74466 0.75768 1.38309  0.00
H29 -4.58556 0.46263 -0.33462  0.00
H30 -4.81971 2.09633 0.26600  0.00
H31 -2.49189 2.82876 2.69704  0.00
H32 -2.67597 3.80871 1.25636  0.00
H33 -1.09685 3.20380 1.71214  0.00
H34 -3.56814 2.75060 -1.82121  0.00
H35 -2.57647 3.36865 -4.03702  0.00
H36 -0.18545 2.73330 -4.44571  0.00
H37 1.07570 1.62409 -2.66084  0.00
C21 2.86206 -2.82463 -2.04412  0.00
Si4 1.57509 -1.57863 -2.73436  -0.01
C22 2.53450 -0.29745 -3.80630  0.00
C23 0.38463 -2.49933 -3.91724  0.00
O6 0.76775 -0.88344 -1.55182  0.02
H38 2.97241 -3.67417 -2.70986  0.00
H39 2.56212 -3.20484 -1.07103  0.00
H40 3.84488 -2.37124 -1.94038  0.00
H41 3.28694 -0.79812 -4.40863  0.00
H42 3.04351 0.44914 -3.20090  0.00
H43 1.86926 0.22457 -4.48935  0.00
H44 0.93451 -2.86894 -4.77766  0.00
H45 -0.40704 -1.85406 -4.28613  0.00
H46 -0.08302 -3.34930 -3.43119  0.00

#2
C23H46N2O6ReSi4 as an isolated structure. Source: the OMol25 dataset; level of theory: the ωB97M-V functional and the def2-TZVPD basis.

Multiplicity: 2
Highest occupied orbital energy (spin up / spin down): -7.67 / -7.47 eV

Each line ends with the Mulliken spin population.
CARTESIAN COORDINATES (ANGSTROEM)
Re1 0.13814 0.10348 0.05480  0.80
O1 0.99509 2.54358 -2.46041  0.00
C1 2.40977 2.48119 -2.48371  0.00
C2 2.90723 1.08497 -2.14563  0.00
N1 2.54223 0.60843 -0.80076  0.02
C3 3.20733 -0.66906 -0.54938  0.00
C4 2.68569 -1.36098 0.71054  0.01
O2 3.35473 -2.20333 1.26702  0.01
O3 1.50408 -0.98959 1.10659  0.07
C5 2.94080 1.58217 0.22570  0.02
C6 1.78849 2.51916 0.54911  -0.01
O4 1.89520 3.71438 0.68275  0.00
O5 0.64058 1.88438 0.67189  0.03
H1 0.71499 3.23358 -1.84892  0.00
H2 2.83865 3.21937 -1.80480  0.00
H3 2.76667 2.72408 -3.49074  0.00
H4 4.00509 1.10437 -2.24361  0.00
H5 2.53642 0.35855 -2.86960  0.00
H6 4.29324 -0.54803 -0.45360  0.00
H7 3.02814 -1.33064 -1.39693  0.00
H8 3.82769 2.15502 -0.06127  0.00
H9 3.16814 1.05296 1.15343  0.00
C7 -0.94336 -3.38643 1.10913  0.00
Si1 -2.07287 -1.90726 1.37014  0.00
C8 -3.22177 -1.77550 -0.12067  0.00
C9 -3.17433 -2.42362 2.81328  0.00
C10 -1.16049 -0.25358 1.69168  0.00
Si2 -0.25698 -0.38040 3.38636  0.01
C11 0.54010 -2.02006 3.83837  0.00
C12 1.06284 0.94048 3.63108  0.00
C13 -1.52015 -0.07964 4.76819  0.00
Si3 -2.37378 1.17506 1.69123  0.00
C14 -4.10496 0.93199 2.39315  0.00
C15 -1.77686 2.80887 2.40253  0.00
C16 -2.56961 1.48278 -0.17490  0.02
C17 -3.69350 2.03024 -0.78181  -0.01
C18 -3.75170 2.16927 -2.15571  0.01
C19 -2.65835 1.77288 -2.90781  -0.01
C20 -1.55782 1.25738 -2.25291  0.00
N2 -1.51169 1.10084 -0.92627  -0.03
H10 -1.58163 -4.26447 0.97882  0.00
H11 -0.30286 -3.56749 1.96858  0.00
H12 -0.30247 -3.29844 0.23853  0.00
H13 -3.66630 -2.75634 -0.30331  0.00
H14 -2.69597 -1.47323 -1.02267  0.00
H15 -4.04037 -1.07536 0.04023  0.00
H16 -3.74679 -3.29361 2.48556  0.00
H17 -3.88544 -1.66303 3.12244  0.00
H18 -2.60072 -2.72688 3.68647  0.00
H19 1.26565 -2.35792 3.10403  0.00
H20 -0.18737 -2.80883 4.02352  0.00
H21 1.07266 -1.85419 4.77841  0.00
H22 2.01196 0.62771 3.19869  0.00
H23 1.21544 1.05154 4.70700  0.00
H24 0.79686 1.91686 3.23333  0.00
H25 -2.36658 -0.76395 4.74139  0.00
H26 -1.90661 0.93732 4.78849  0.00
H27 -1.00472 -0.23928 5.71745  0.00
H28 -4.05862 0.70213 3.45667  0.00
H29 -4.67011 0.14275 1.90361  0.00
H30 -4.67013 1.86070 2.29514  0.00
H31 -1.66108 2.77855 3.48381  0.00
H32 -2.54020 3.55850 2.17953  0.00
H33 -0.83840 3.13591 1.96452  0.00
H34 -4.53033 2.32838 -0.16597  0.00
H35 -4.63099 2.58008 -2.63377  0.00
H36 -2.64256 1.87145 -3.98312  0.00
H37 -0.66620 0.97525 -2.78660  0.01
C21 1.49837 -3.42943 -2.20686  0.01
Si4 0.08279 -2.24386 -2.52839  -0.02
C22 0.42682 -1.24117 -4.07282  0.00
C23 -1.49154 -3.21562 -2.76865  0.00
O6 -0.13657 -1.23914 -1.21281  0.04
H38 1.29944 -4.37800 -2.70740  0.00
H39 1.62453 -3.64445 -1.14518  0.00
H40 2.44807 -3.06042 -2.59600  0.00
H41 0.81034 -1.91032 -4.84567  0.00
H42 1.16810 -0.45774 -3.92136  0.00
H43 -0.47736 -0.77494 -4.46344  0.00
H44 -1.39263 -3.85225 -3.65016  0.00
H45 -2.35197 -2.56634 -2.92101  0.00
H46 -1.70247 -3.85801 -1.91493  0.00

It comes down to #2, which is 1.382 eV more stable than the next structure.